(1)
Density functional theory data (the ωB97M-V functional and the def2-TZVPD basis) for a structure of composition C46H58As3NS2SbTa.

Structure (XYZ):
```
112
C46H58As3NS2SbTa, DFT the ωB97M-V functional and the def2-TZVPD basis
Ta 0.641 -0.175 0.314
C -0.800 0.815 3.981
As -0.941 -0.452 2.504
C -2.834 -0.248 2.092
C -1.131 -2.218 3.413
C 0.095 -3.017 3.901
C 1.060 -2.096 4.655
C 0.797 -3.723 2.730
As 1.673 -2.627 1.318
C 2.014 -4.030 0.013
C 3.473 -2.372 2.026
C -0.511 -4.089 4.842
As 0.555 -5.287 6.052
C 0.964 -4.289 7.669
C 2.297 -5.797 5.341
H -1.514 0.543 4.757
H -1.062 1.799 3.594
H 0.202 0.856 4.402
H -3.422 -0.608 2.935
H -3.108 -0.813 1.202
H -3.062 0.803 1.926
H -1.737 -2.829 2.739
H -1.764 -1.962 4.266
H 1.433 -1.315 3.988
H 1.920 -2.649 5.038
H 0.555 -1.619 5.497
H 0.087 -4.366 2.205
H 1.599 -4.359 3.109
H 2.577 -4.837 0.481
H 2.601 -3.621 -0.808
H 1.083 -4.429 -0.386
H 3.804 -3.293 2.506
H 3.516 -1.549 2.737
H 4.143 -2.149 1.196
H -1.132 -4.776 4.261
H -1.175 -3.611 5.567
H 0.085 -3.764 8.036
H 1.778 -3.592 7.465
H 1.290 -4.994 8.436
H 2.206 -6.345 4.406
H 2.754 -6.458 6.080
H 2.925 -4.913 5.227
C -1.124 -3.733 -5.901
C -1.101 -3.165 -4.481
C -2.257 -2.160 -4.338
C -1.287 -4.326 -3.490
C 0.206 -2.447 -4.158
C 1.238 -2.307 -5.102
C 2.425 -1.656 -4.823
C 2.589 -1.113 -3.557
S 3.926 -0.203 -2.904
C 3.093 -0.030 -1.427
N 1.893 -0.606 -1.396
C 1.576 -1.230 -2.601
C 0.395 -1.899 -2.895
C 3.523 0.718 -0.259
C 4.779 1.310 -0.142
C 5.077 2.049 0.994
C 4.133 2.203 2.003
C 2.880 1.608 1.888
C 2.564 0.854 0.765
H -2.074 -4.241 -6.066
H -0.331 -4.465 -6.057
H -1.040 -2.948 -6.655
H -3.200 -2.644 -4.593
H -2.112 -1.316 -5.016
H -2.340 -1.776 -3.318
H -2.188 -4.885 -3.741
H -1.389 -3.973 -2.461
H -0.440 -5.013 -3.543
H 1.108 -2.714 -6.093
H 3.199 -1.568 -5.575
H -0.372 -1.974 -2.127
H 5.512 1.193 -0.932
H 6.047 2.516 1.095
H 4.377 2.789 2.879
H 2.151 1.746 2.679
S -0.718 1.548 -0.520
Sb -1.138 3.701 -1.623
C -3.005 4.330 -0.857
C -3.786 3.601 0.025
C -5.000 4.132 0.438
C -5.412 5.371 -0.034
C -4.622 6.091 -0.920
C -3.406 5.572 -1.338
C 0.197 5.104 -0.660
C 0.137 5.066 0.725
C 0.774 6.071 1.434
C 1.436 7.091 0.758
C 1.479 7.104 -0.629
C 0.853 6.101 -1.360
C -1.647 3.152 -3.650
C -2.606 2.156 -3.756
C -3.141 1.902 -5.009
C -2.732 2.649 -6.109
C -1.775 3.643 -5.971
C -1.214 3.907 -4.727
H -3.457 2.629 0.376
H -5.628 3.580 1.124
H -6.361 5.778 0.290
H -4.951 7.054 -1.287
H -2.789 6.137 -2.032
H -0.414 4.292 1.248
H 0.736 6.070 2.515
H 1.908 7.887 1.318
H 1.992 7.900 -1.151
H 0.882 6.130 -2.441
H -2.956 1.602 -2.893
H -3.893 1.132 -5.120
H -3.175 2.462 -7.078
H -1.463 4.226 -6.827
H -0.475 4.691 -4.625
```

- max |F| (Eh/bohr) = 0.06903
- E_HOMO (alpha / beta) (eV) = -15.0 / -15.1
- total charge = +4

Here are the Mulliken charges for atoms 1 to 99, given in e: atom 1 (Ta): -0.62, atom 2 (C): -1.38, atom 3 (As): 0.94, atom 4 (C): -1.15, atom 5 (C): -1.96, atom 6 (C): 2.37, atom 7 (C): -1.49, atom 8 (C): -1.49, atom 9 (As): 1.13, atom 10 (C): -1.34, atom 11 (C): -1.35, atom 12 (C): -1.90, atom 13 (As): 0.37, atom 14 (C): -1.05, atom 15 (C): -1.03, atom 16 (H): 0.47, atom 17 (H): 0.48, atom 18 (H): 0.40, atom 19 (H): 0.48, atom 20 (H): 0.44, atom 21 (H): 0.27, atom 22 (H): 0.57, atom 23 (H): 0.75, atom 24 (H): -0.07, atom 25 (H): 0.30, atom 26 (H): 0.44, atom 27 (H): 0.61, atom 28 (H): 0.37, atom 29 (H): 0.50, atom 30 (H): 0.41, atom 31 (H): 0.43, atom 32 (H): 0.51, atom 33 (H): 0.35, atom 34 (H): 0.45, atom 35 (H): 0.46, atom 36 (H): 0.53, atom 37 (H): 0.33, atom 38 (H): 0.30, atom 39 (H): 0.39, atom 40 (H): 0.32, atom 41 (H): 0.40, atom 42 (H): 0.29, atom 43 (C): -2.14, atom 44 (C): 2.21, atom 45 (C): -1.77, atom 46 (C): -1.56, atom 47 (C): -0.22, atom 48 (C): -0.41, atom 49 (C): -1.31, atom 50 (C): 1.08, atom 51 (S): -0.25, atom 52 (C): 0.91, atom 53 (N): 0.70, atom 54 (C): -1.10, atom 55 (C): -0.10, atom 56 (C): 0.28, atom 57 (C): -0.74, atom 58 (C): -0.94, atom 59 (C): -0.79, atom 60 (C): -0.74, atom 61 (C): 0.89, atom 62 (H): 0.42, atom 63 (H): 0.48, atom 64 (H): 0.47, atom 65 (H): 0.51, atom 66 (H): 0.46, atom 67 (H): 0.23, atom 68 (H): 0.49, atom 69 (H): 0.20, atom 70 (H): 0.39, atom 71 (H): 0.63, atom 72 (H): 0.49, atom 73 (H): 0.23, atom 74 (H): 0.57, atom 75 (H): 0.48, atom 76 (H): 0.55, atom 77 (H): 0.51, atom 78 (S): 0.34, atom 79 (Sb): 1.26, atom 80 (C): 0.94, atom 81 (C): -0.28, atom 82 (C): -0.43, atom 83 (C): -0.61, atom 84 (C): -0.66, atom 85 (C): -0.85, atom 86 (C): 0.64, atom 87 (C): -0.59, atom 88 (C): -0.67, atom 89 (C): -0.60, atom 90 (C): -0.57, atom 91 (C): -0.43, atom 92 (C): 0.71, atom 93 (C): -0.56, atom 94 (C): -0.64, atom 95 (C): -0.68, atom 96 (C): -0.60, atom 97 (C): -0.42, atom 98 (H): 0.12, atom 99 (H): 0.45

(2)
Density functional theory data (the ωB97M-V functional and the def2-TZVPD basis) for a structure of composition C11H18N4OPdSSi.

Structure (XYZ):
```
37
C11H18N4OPdSSi, DFT the ωB97M-V functional and the def2-TZVPD basis
Pd -1.223 0.428 -0.861
C 2.490 2.501 0.455
C 1.418 1.692 -0.197
N 0.164 1.894 -0.049
N -0.277 2.934 0.724
C -1.527 3.208 0.436
N -2.099 4.213 1.134
S -2.491 2.449 -0.809
C 1.765 0.578 -1.124
C 3.067 0.131 -1.282
C 3.312 -0.916 -2.159
C 2.256 -1.485 -2.848
C 0.981 -0.984 -2.632
N 0.753 0.033 -1.810
H 2.049 3.347 0.971
H 3.214 2.857 -0.279
H 3.030 1.890 1.184
H -1.511 4.771 1.729
H -3.000 4.558 0.863
H 3.871 0.585 -0.721
H 4.319 -1.289 -2.291
H 2.402 -2.309 -3.531
H 0.110 -1.413 -3.107
C -2.968 -1.021 1.488
Si -1.614 -1.977 0.625
C -1.990 -3.793 0.790
C -0.009 -1.628 1.536
O -1.495 -1.561 -0.972
H -3.095 -1.408 2.504
H -3.921 -1.125 0.963
H -2.765 0.050 1.581
H -2.049 -4.067 1.848
H -1.213 -4.406 0.326
H -2.943 -4.051 0.320
H 0.071 -2.255 2.430
H 0.060 -0.586 1.860
H 0.859 -1.843 0.904
```

- multiplicity = 3
- max |F| (Eh/bohr) = 0.01549
- E_HOMO (alpha / beta) (eV) = -8.0 / -8.2

Mulliken atomic charges, in units of e: atom 1 (Pd): 0.27, atom 2 (C): -1.54, atom 3 (C): 0.50, atom 4 (N): 0.91, atom 5 (N): -1.25, atom 6 (C): 0.61, atom 7 (N): -0.41, atom 8 (S): -0.35, atom 9 (C): 0.62, atom 10 (C): -0.43, atom 11 (C): -0.47, atom 12 (C): -0.60, atom 13 (C): -0.28, atom 14 (N): -0.28, atom 15 (H): 0.42, atom 16 (H): 0.37, atom 17 (H): 0.32, atom 18 (H): 0.24, atom 19 (H): 0.19, atom 20 (H): 0.37, atom 21 (H): 0.42, atom 22 (H): 0.41, atom 23 (H): 0.45, atom 24 (C): -0.99, atom 25 (Si): 0.73, atom 26 (C): -1.09, atom 27 (C): -1.02, atom 28 (O): -0.82, atom 29 (H): 0.30, atom 30 (H): 0.29, atom 31 (H): 0.28, atom 32 (H): 0.33, atom 33 (H): 0.29, atom 34 (H): 0.29, atom 35 (H): 0.41, atom 36 (H): 0.24, atom 37 (H): 0.25

(3)
Density functional theory data (the ωB97M-V functional and the def2-TZVPD basis) for a cluster of 14 separate species, C35H53N13O4 in total.

Structure (XYZ):
```
105
C35H53N13O4, DFT the ωB97M-V functional and the def2-TZVPD basis
C 2.248 -3.328 -1.707
C 1.636 -2.403 -2.141
O 0.907 -1.402 -2.611
C 0.328 -0.510 -1.748
O 0.057 0.588 -2.114
O 0.116 -0.915 -0.479
O -0.479 -2.227 -0.449
C -1.912 -2.123 -0.685
C -2.231 -2.747 -2.047
C -1.524 -4.104 -2.229
C -3.752 -2.904 -2.338
C -4.192 -1.851 -3.373
C -4.649 -2.777 -1.104
H 2.759 -4.194 -1.364
H -2.197 -1.072 -0.641
H -2.346 -2.636 0.167
H -1.805 -2.068 -2.792
H -1.837 -4.516 -3.187
H -0.444 -3.994 -2.221
H -1.827 -4.782 -1.435
H -3.902 -3.891 -2.777
H -5.174 -2.100 -3.772
H -4.227 -0.871 -2.899
H -3.470 -1.810 -4.190
H -4.605 -1.761 -0.715
H -5.676 -3.033 -1.357
H -4.303 -3.456 -0.325
C 5.462 -0.786 -0.943
C 5.344 -1.964 -0.099
N 5.244 -2.894 0.567
H 4.767 -0.026 -0.601
H 6.472 -0.389 -0.888
H 5.240 -1.051 -1.976
C -0.508 -7.157 1.544
C -1.316 -7.924 0.605
N -1.956 -8.526 -0.131
H -0.415 -7.703 2.482
H 0.487 -6.994 1.133
H -0.979 -6.195 1.728
C -3.393 1.583 1.419
C -4.243 0.982 0.403
N -4.903 0.507 -0.408
H -3.250 0.887 2.243
H -2.423 1.827 0.989
H -3.848 2.490 1.803
C 5.097 0.695 3.535
C 5.408 1.130 2.181
N 5.657 1.482 1.118
H 5.408 1.465 4.238
H 4.025 0.530 3.631
H 5.623 -0.233 3.751
C -3.978 5.385 4.472
C -4.634 4.189 3.957
N -5.174 3.254 3.566
H -4.000 5.372 5.560
H -2.947 5.412 4.131
H -4.502 6.272 4.118
C 2.128 2.400 0.850
C 1.735 3.106 2.061
N 1.426 3.616 3.041
H 3.207 2.475 0.720
H 1.853 1.348 0.936
H 1.627 2.829 -0.015
C -2.698 5.262 0.228
C -2.234 4.670 1.476
N -1.872 4.192 2.454
H -3.773 5.430 0.276
H -2.189 6.209 0.060
H -2.479 4.589 -0.600
C -2.776 0.665 5.496
C -3.253 -0.580 6.087
N -3.627 -1.570 6.530
H -2.384 1.321 6.271
H -1.986 0.452 4.779
H -3.597 1.168 4.985
C 0.500 3.321 -3.669
C 0.796 4.039 -2.433
N 1.030 4.590 -1.453
H -0.074 3.953 -4.337
H 1.428 3.033 -4.158
H -0.075 2.424 -3.443
C -3.707 -4.433 3.338
C -3.029 -4.582 2.056
N -2.507 -4.698 1.040
H -2.977 -4.417 4.144
H -4.272 -3.503 3.350
H -4.391 -5.267 3.488
C 5.337 5.150 1.329
C 5.977 4.694 2.556
N 6.469 4.308 3.518
H 4.343 5.535 1.552
H 5.933 5.937 0.872
H 5.254 4.314 0.636
C -0.277 5.073 -8.247
C -0.480 3.982 -7.301
N -0.640 3.120 -6.561
H 0.162 5.928 -7.737
H 0.392 4.749 -9.042
H -1.231 5.366 -8.680
C 8.058 -4.537 -1.383
C 7.735 -3.413 -2.252
N 7.463 -2.522 -2.922
H 9.101 -4.818 -1.514
H 7.883 -4.256 -0.346
H 7.424 -5.386 -1.631
```

- max |F| (Eh/bohr) = 0.01666
- E_HOMO (eV) = -10.1

Here are the Mulliken charges for atoms 1 to 99, given in e: atom 1 (C): -0.06, atom 2 (C): -0.17, atom 3 (O): -0.35, atom 4 (C): 0.57, atom 5 (O): -0.57, atom 6 (O): -0.19, atom 7 (O): -0.34, atom 8 (C): -0.77, atom 9 (C): 1.23, atom 10 (C): -1.68, atom 11 (C): 0.38, atom 12 (C): -1.56, atom 13 (C): -1.22, atom 14 (H): 0.48, atom 15 (H): 0.31, atom 16 (H): 0.37, atom 17 (H): 0.07, atom 18 (H): 0.47, atom 19 (H): 0.19, atom 20 (H): 0.37, atom 21 (H): 0.32, atom 22 (H): 0.45, atom 23 (H): 0.26, atom 24 (H): 0.41, atom 25 (H): 0.19, atom 26 (H): 0.50, atom 27 (H): 0.18, atom 28 (C): -0.69, atom 29 (C): 0.40, atom 30 (N): -0.55, atom 31 (H): 0.14, atom 32 (H): 0.35, atom 33 (H): 0.35, atom 34 (C): -0.56, atom 35 (C): 0.37, atom 36 (N): -0.42, atom 37 (H): 0.30, atom 38 (H): 0.24, atom 39 (H): 0.07, atom 40 (C): -0.05, atom 41 (C): 0.34, atom 42 (N): -0.52, atom 43 (H): 0.13, atom 44 (H): 0.17, atom 45 (H): -0.14, atom 46 (C): -0.89, atom 47 (C): 0.46, atom 48 (N): -0.45, atom 49 (H): 0.32, atom 50 (H): 0.27, atom 51 (H): 0.33, atom 52 (C): -0.89, atom 53 (C): 0.54, atom 54 (N): -0.50, atom 55 (H): 0.33, atom 56 (H): 0.25, atom 57 (H): 0.29, atom 58 (C): 0.36, atom 59 (C): 0.26, atom 60 (N): -0.48, atom 61 (H): -0.06, atom 62 (H): 0.12, atom 63 (H): -0.23, atom 64 (C): -0.96, atom 65 (C): 0.48, atom 66 (N): -0.41, atom 67 (H): 0.33, atom 68 (H): 0.36, atom 69 (H): 0.22, atom 70 (C): -0.45, atom 71 (C): 0.27, atom 72 (N): -0.40, atom 73 (H): 0.33, atom 74 (H): 0.21, atom 75 (H): 0.04, atom 76 (C): -0.61, atom 77 (C): 0.44, atom 78 (N): -0.52, atom 79 (H): 0.26, atom 80 (H): 0.32, atom 81 (H): 0.17, atom 82 (C): -1.09, atom 83 (C): 0.69, atom 84 (N): -0.49, atom 85 (H): 0.33, atom 86 (H): 0.30, atom 87 (H): 0.31, atom 88 (C): -0.70, atom 89 (C): 0.41, atom 90 (N): -0.44, atom 91 (H): 0.24, atom 92 (H): 0.32, atom 93 (H): 0.18, atom 94 (C): -0.78, atom 95 (C): 0.38, atom 96 (N): -0.38, atom 97 (H): 0.26, atom 98 (H): 0.27, atom 99 (H): 0.27